# 1
Density functional theory data (the ωB97M-V functional and the def2-TZVPD basis) for a cluster of 2 separate species, C3H7O in total.

Each line ends with the Mulliken charge.
Positions of all 11 atoms, in Å:
1 C 0.61 1.35 -1.84  -0.573
2 O 0.59 1.22 -0.50  -0.860
3 H -0.12 0.69 -2.38  0.177
4 H 0.36 2.39 -2.20  0.147
5 H 1.59 1.11 -2.32  0.149
6 C -0.16 -1.66 1.73  -0.616
7 C -0.86 -0.60 1.35  -0.437
8 H -0.51 -2.35 2.49  0.250
9 H 0.80 -1.85 1.27  0.278
10 H -1.82 -0.40 1.82  0.193
11 H -0.48 0.10 0.58  0.293

- molar mass (u) = 59.09
- E_HOMO (eV) = -2.2
- LUMO energy (eV) = 4.45
- gap between HOMO and LUMO (eV) = 6.632
- total charge = -1
- energy relative to the best compared isomer or geometry (same formula, charge and spin) (kJ/mol) = 133.3

# 2
Density functional theory data (the ωB97M-V functional and the def2-TZVPD basis) for a structure of composition C3H4MgNaO4 in a non-equilibrium geometry.

Each line ends with the Mulliken charge.
Positions of all 13 atoms, in Å:
1 H -2.46 0.88 1.21  0.411
2 C -1.73 0.56 0.46  -0.384
3 C -2.36 -0.24 -0.61  -0.249
4 O -1.71 -0.94 0.45  -0.527
5 H -3.44 -0.37 -0.63  0.240
6 H -1.87 -0.34 -1.59  0.185
7 O 1.28 -0.49 0.05  -0.857
8 C 2.33 0.18 0.26  1.024
9 O 3.48 -0.36 -0.05  -0.409
10 Na -0.04 -2.13 0.39  1.103
11 H 4.05 0.43 -0.32  0.367
12 Mg 0.22 1.37 0.25  0.726
13 O 2.26 1.44 0.13  -0.629

- molar mass (u) = 151.36
- E_HOMO (eV) = -13.4
- LUMO energy (eV) = -3.94
- gap between HOMO and LUMO (eV) = 9.463
- total charge = +1
- energy relative to the best compared isomer or geometry (same formula, charge and spin) (kJ/mol) = 0.0

# 3
Density functional theory data (the ωB97M-V functional and the def2-TZVPD basis) for a structure of composition C5H4FeN2O4S in a non-equilibrium geometry.

Each line ends with the Mulliken charge.
Positions of all 17 atoms, in Å:
1 O 2.74 1.22 -1.40  -0.146
2 C 2.33 0.21 -1.00  0.371
3 Fe 1.70 -1.39 -0.51  0.284
4 O 4.04 -2.50 0.75  -0.141
5 C 3.13 -2.15 0.11  0.152
6 C 0.88 -1.44 -2.09  0.336
7 O 0.21 -1.34 -3.03  -0.133
8 C 0.40 -2.48 0.10  0.389
9 O -0.44 -3.24 0.39  -0.162
10 N -1.53 2.67 0.32  -0.388
11 C -1.55 1.38 0.72  0.764
12 N -2.75 0.84 1.03  -0.383
13 S -0.10 0.49 0.94  -0.011
14 H -2.22 3.33 0.67  0.281
15 H -0.60 3.07 0.19  0.256
16 H -2.73 -0.10 1.41  0.250
17 H -3.51 1.42 1.40  0.281

- molar mass (u) = 244.01
- multiplicity = 5
- E_HOMO (alpha / beta) (eV) = -16.8 / -18.8
- LUMO energy (alpha / beta) (eV) = -7.96 / -12.10
- gap between HOMO and LUMO (alpha / beta) (eV) = 8.841 / 6.660
- total charge = +2
- energy relative to the best compared isomer or geometry (same formula, charge and spin) (kJ/mol) = 66.3

# 4
Density functional theory data (the ωB97M-V functional and the def2-TZVPD basis) for a cluster of 2 separate species, C4H11N3O2 in total in a non-equilibrium geometry.

Each line ends with the Mulliken charge.
Positions of all 20 atoms, in Å:
1 H 0.34 2.61 0.26  0.191
2 N 0.65 1.69 -0.03  -0.603
3 C 1.24 0.92 0.76  0.440
4 N 1.50 1.14 2.12  -0.458
5 N 1.66 -0.37 0.35  -0.381
6 C 2.83 -0.27 -0.56  -0.858
7 H 2.33 0.65 2.39  0.254
8 H 1.43 2.10 2.41  0.228
9 H 0.91 -0.85 -0.14  0.271
10 H 2.99 -1.25 -1.00  0.359
11 H 3.70 -0.06 0.06  0.240
12 H 2.68 0.48 -1.34  0.342
13 C -3.13 -0.09 -1.15  -0.899
14 C -2.48 -1.01 -0.19  0.632
15 O -1.61 -0.71 0.59  -0.549
16 O -2.80 -2.31 -0.45  -0.463
17 H -3.31 0.89 -0.74  0.301
18 H -4.04 -0.57 -1.55  0.353
19 H -2.52 -0.16 -2.01  0.256
20 H -2.35 -2.82 0.24  0.343

- molar mass (u) = 133.15
- E_HOMO (eV) = -9.0
- LUMO energy (eV) = 0.79
- gap between HOMO and LUMO (eV) = 9.780
- total charge = 0
- energy relative to the best compared isomer or geometry (same formula, charge and spin) (kJ/mol) = 108.2

# 5
Density functional theory data (the ωB97M-V functional and the def2-TZVPD basis) for a cluster of 2 separate species, C3H9NO2 in total in a non-equilibrium geometry.

Each line ends with the Mulliken charge.
Positions of all 15 atoms, in Å:
1 C -2.67 -0.04 -0.61  -0.881
2 C -1.41 0.56 -1.13  0.662
3 O -0.31 0.43 -0.63  -0.560
4 O -1.55 1.12 -2.34  -0.478
5 H -3.01 -0.64 -1.47  0.273
6 H -3.41 0.77 -0.64  0.301
7 H -2.62 -0.53 0.34  0.286
8 H -0.70 1.36 -2.73  0.345
9 C 2.44 -0.11 0.86  -0.540
10 N 1.72 -0.87 1.90  -0.460
11 H 3.35 -0.58 0.46  0.230
12 H 2.60 0.87 1.29  0.281
13 H 1.82 -0.01 -0.02  0.150
14 H 1.76 -1.88 1.94  0.185
15 H 1.99 -0.44 2.77  0.207

- molar mass (u) = 91.11
- E_HOMO (eV) = -8.5
- LUMO energy (eV) = 0.75
- gap between HOMO and LUMO (eV) = 9.290
- total charge = 0
- energy relative to the best compared isomer or geometry (same formula, charge and spin) (kJ/mol) = 113.5

# 6
Density functional theory data (the ωB97M-V functional and the def2-TZVPD basis) for a cluster of 2 separate species, C6H7INOP in total in a non-equilibrium geometry.

Each line ends with the Mulliken charge.
Positions of all 17 atoms, in Å:
1 C -1.76 2.02 1.04  -0.670
2 C -1.46 0.74 0.56  -0.153
3 C -2.82 2.59 0.30  -0.031
4 C -3.22 0.80 -1.25  -0.217
5 C -2.22 0.18 -0.48  -0.164
6 C 3.48 -1.70 -0.35  -0.877
7 N -3.42 2.09 -0.77  -0.538
8 O 0.81 -1.42 -0.39  -0.408
9 P 1.99 -0.90 -1.04  0.420
10 I 2.50 1.49 -0.38  -0.101
11 H -1.20 2.56 1.71  0.456
12 H -0.64 0.13 0.85  0.657
13 H -3.11 3.59 0.62  0.331
14 H -3.74 0.32 -2.13  0.322
15 H 3.80 -2.69 -0.81  0.296
16 H 4.15 -0.91 -0.47  0.357
17 H 3.32 -1.77 0.69  0.323

- molar mass (u) = 267.01
- E_HOMO (alpha / beta) (eV) = -9.2 / -8.4
- LUMO energy (alpha / beta) (eV) = -0.01 / -2.51
- gap between HOMO and LUMO (alpha / beta) (eV) = 9.214 / 5.843
- total charge = 0
- energy relative to the best compared isomer or geometry (same formula, charge and spin) (kJ/mol) = 225.9